No. 1
Here is 2 unconnected molecules or ions with the total composition C20H24N4O3S from the Open Molecules 2025 dataset. Energies are from the ωB97M-V functional and the def2-TZVPD basis.

highest occupied orbital energy = -8.4 eV
multiplicity = 1
SMILES = CNC(=O)[C@H](Cc1ccccc1)NC(C)=O.O=C1CCC(c2cccs2)=NN1

Each line ends with the natural charge from an NBO analysis.
Geometry (Å):
1 C -2.187 -7.116 4.321  -0.4136
2 N -1.916 -5.797 3.747  -0.6101
3 C -0.713 -5.391 3.317  0.6586
4 O 0.277 -6.108 3.406  -0.6235
5 C -0.611 -3.950 2.772  -0.1228
6 C 0.826 -3.466 2.487  -0.4301
7 C 0.932 -2.032 1.991  -0.0298
8 C 0.854 -1.745 0.614  -0.1754
9 C 0.961 -0.417 0.162  -0.2125
10 C 1.142 0.628 1.083  -0.2253
11 C 1.217 0.347 2.458  -0.1995
12 C 1.116 -0.980 2.910  -0.2039
13 N -1.369 -2.957 3.555  -0.6270
14 C -1.319 -2.676 4.859  0.6742
15 C -0.379 -3.411 5.796  -0.7183
16 O -2.045 -1.806 5.309  -0.6270
17 H -1.395 -7.387 5.024  0.2201
18 H -2.214 -7.864 3.527  0.2036
19 H -3.144 -7.110 4.844  0.2092
20 H -2.679 -5.140 3.691  0.4024
21 H -1.101 -3.994 1.800  0.2232
22 H 1.268 -4.125 1.739  0.2337
23 H 1.431 -3.568 3.387  0.2233
24 H 0.724 -2.547 -0.098  0.2027
25 H 0.919 -0.203 -0.896  0.2091
26 H 1.240 1.647 0.738  0.2099
27 H 1.361 1.150 3.167  0.2171
28 H 1.180 -1.188 3.968  0.2115
29 H -1.979 -2.345 3.037  0.4153
30 H 0.648 -3.302 5.457  0.2238
31 H -0.468 -2.976 6.790  0.2483
32 H -0.645 -4.464 5.851  0.2333
33 O 0.614 7.339 -8.600  -0.5947
34 C 0.643 6.699 -7.562  0.6570
35 C 1.162 7.291 -6.261  -0.4926
36 C 0.554 6.555 -5.049  -0.4668
37 C 0.392 5.056 -5.267  0.1951
38 C 0.278 4.160 -4.105  -0.2383
39 C 0.049 2.803 -4.173  -0.2026
40 C -0.088 2.183 -2.863  -0.2559
41 C 0.044 3.088 -1.842  -0.3935
42 S 0.353 4.713 -2.432  0.4070
43 N 0.239 4.550 -6.480  -0.2300
44 N 0.270 5.373 -7.585  -0.4529
45 H 2.249 7.179 -6.249  0.2367
46 H 0.925 8.358 -6.217  0.2468
47 H 1.177 6.746 -4.172  0.2297
48 H -0.440 6.967 -4.845  0.2318
49 H -0.044 2.257 -5.109  0.2413
50 H -0.291 1.127 -2.715  0.2263
51 H -0.047 2.841 -0.789  0.2401
52 H 0.025 5.008 -8.503  0.4149

---

No. 2
Here is 2 unconnected molecules or ions with the total composition C2H5NOS from the Open Molecules 2025 dataset. Energies are from the ωB97M-V functional and the def2-TZVPD basis.

highest occupied orbital energy = -10.4 eV
multiplicity = 1

Each line ends with the natural charge from an NBO analysis.
Geometry (Å):
1 C 0.222 1.212 -0.020  -0.4112
2 C 1.342 0.564 -0.037  -0.3545
3 N -1.105 -1.626 -0.942  -0.9820
4 O -1.532 -0.627 1.499  -0.8626
5 S -1.683 -0.586 0.025  1.4446
6 H -0.594 1.174 -0.671  0.1891
7 H 0.051 1.920 0.796  0.2051
8 H 2.039 0.451 0.721  0.1956
9 H 1.727 -0.076 -0.811  0.1878
10 H -0.467 -2.406 -0.560  0.3881

---

No. 3
Here is a gas-phase ion, C9H16N4O (charge +2) from the Open Molecules 2025 dataset. Energies are from the ωB97M-V functional and the def2-TZVPD basis.

highest occupied orbital energy (alpha / beta) = -16.7 / -16.7 eV
total charge = +2
multiplicity = 1
SMILES = C/C(O)=C1/NC=C/C1=[NH+]/C(N)=[N+](C)C

Each line ends with the natural charge from an NBO analysis.
Geometry (Å):
1 C -0.184 1.660 -1.994  -0.7092
2 C -1.141 2.065 -0.916  0.5963
3 O -1.704 3.254 -0.876  -0.5993
4 C -1.534 1.225 0.200  -0.0178
5 N -2.493 1.578 0.983  -0.4418
6 C -3.003 0.510 1.630  0.0870
7 C -2.382 -0.670 1.213  -0.2542
8 C -1.456 -0.283 0.256  0.1694
9 N -0.507 -1.075 -0.452  -0.5973
10 C 0.833 -1.274 -0.492  0.6944
11 N 1.245 -1.982 -1.548  -0.7998
12 N 1.747 -1.049 0.478  -0.3648
13 C 3.167 -1.234 0.385  -0.4517
14 C 1.290 -0.717 1.837  -0.4076
15 H 0.739 1.818 -1.544  0.2754
16 H -0.334 2.323 -2.857  0.2704
17 H -0.074 0.532 -2.292  0.2658
18 H -1.582 3.856 -1.648  0.5480
19 H -2.771 2.578 0.988  0.4723
20 H -3.694 0.525 2.509  0.2768
21 H -2.607 -1.562 1.666  0.2685
22 H -0.820 -1.425 -1.332  0.4200
23 H 0.763 -2.501 -2.311  0.4524
24 H 2.185 -2.386 -1.560  0.4380
25 H 3.638 -0.709 1.179  0.2508
26 H 3.568 -2.336 0.629  0.2411
27 H 3.567 -0.872 -0.553  0.2342
28 H 1.631 0.306 2.140  0.2285
29 H 0.172 -0.703 1.777  0.2110
30 H 1.737 -1.452 2.504  0.2432

---

No. 4
Here is a molecular structure, C39H48N3PPdSi3 from the Open Molecules 2025 dataset. Energies are from the ωB97M-V functional and the def2-TZVPD basis.

highest occupied orbital energy = 0.4 eV
total charge = -2
multiplicity = 1

Each line ends with the natural charge from an NBO analysis.
Geometry (Å):
1 Pd -0.133 -0.728 -0.070  0.0874
2 C -2.198 0.236 2.246  -1.1312
3 Si -2.492 -1.441 1.337  1.7624
4 C -3.840 -1.087 0.038  -1.1174
5 C -3.596 -2.211 2.744  -1.1315
6 C -1.197 -2.590 0.832  -2.0319
7 Si 0.125 -2.983 2.027  1.8014
8 C 0.103 -4.853 2.469  -1.1315
9 C 1.988 -2.725 1.720  -1.1392
10 C -0.197 -2.165 3.721  -1.1261
11 Si -1.060 -3.197 -0.864  1.7448
12 C 0.491 -4.259 -1.165  -1.1319
13 C -2.498 -4.446 -1.216  -1.1286
14 C -1.309 -2.168 -2.491  -0.1617
15 C -0.964 -2.672 -3.753  -0.2161
16 C -1.257 -1.953 -4.900  -0.2134
17 C -1.926 -0.744 -4.787  -0.3042
18 C -2.249 -0.311 -3.505  0.0366
19 N -1.932 -0.980 -2.409  -0.4377
20 H -2.865 0.970 1.784  0.2082
21 H -1.186 0.631 2.174  0.2394
22 H -2.471 0.151 3.305  0.1992
23 H -4.811 -1.087 0.547  0.1990
24 H -3.880 -1.813 -0.776  0.2280
25 H -3.677 -0.111 -0.424  0.2314
26 H -4.395 -1.515 3.027  0.1937
27 H -3.024 -2.448 3.645  0.2049
28 H -4.058 -3.138 2.384  0.2028
29 H 0.385 -5.460 1.604  0.2143
30 H -0.908 -5.146 2.769  0.2142
31 H 0.796 -5.094 3.284  0.2002
32 H 2.433 -3.584 1.210  0.2057
33 H 2.462 -2.646 2.706  0.2060
34 H 2.214 -1.830 1.144  0.2715
35 H -0.977 -2.702 4.266  0.2128
36 H -0.496 -1.120 3.650  0.2311
37 H 0.725 -2.214 4.311  0.2091
38 H 1.280 -4.055 -0.445  0.2377
39 H 0.916 -4.078 -2.156  0.2197
40 H 0.233 -5.321 -1.092  0.2103
41 H -2.244 -5.413 -0.763  0.2052
42 H -2.698 -4.609 -2.280  0.2016
43 H -3.420 -4.101 -0.740  0.2202
44 H -0.464 -3.632 -3.824  0.1939
45 H -0.973 -2.337 -5.875  0.1877
46 H -2.176 -0.144 -5.654  0.1944
47 H -2.761 0.637 -3.354  0.1835
48 C -1.720 3.917 -4.216  -0.2573
49 C -2.055 4.454 -2.980  -0.2439
50 C -1.548 3.897 -1.813  -0.1741
51 C -0.698 2.794 -1.857  -0.3158
52 C -0.366 2.265 -3.107  -0.2093
53 C -0.868 2.820 -4.272  -0.2070
54 P -0.018 1.857 -0.404  0.9343
55 C -0.134 3.132 0.946  -0.3325
56 C -1.412 3.319 1.484  -0.2087
57 C -1.630 4.131 2.587  -0.2230
58 C -0.556 4.754 3.209  -0.2505
59 C 0.726 4.535 2.726  -0.2545
60 C 0.935 3.732 1.613  -0.1496
61 C 1.735 2.066 -0.937  -0.3224
62 C 2.276 3.316 -1.121  -0.2512
63 C 3.600 3.472 -1.575  -0.2360
64 C 4.339 2.360 -1.871  -0.2046
65 C 3.794 1.061 -1.738  -0.1064
66 C 4.549 -0.076 -2.113  -0.2646
67 C 3.959 -1.306 -2.016  -0.2367
68 C 2.644 -1.445 -1.527  -0.2330
69 C 1.829 -0.403 -1.105  -0.3656
70 C 2.464 0.885 -1.254  -0.0236
71 H -2.115 4.349 -5.128  0.1908
72 H -2.711 5.316 -2.917  0.1911
73 H -1.813 4.343 -0.866  0.2029
74 H 0.288 1.401 -3.166  0.2383
75 H -0.598 2.381 -5.225  0.2011
76 H -2.249 2.781 1.058  0.2233
77 H -2.636 4.246 2.973  0.1981
78 H -0.715 5.384 4.078  0.1904
79 H 1.582 4.981 3.222  0.1937
80 H 1.948 3.547 1.286  0.2193
81 H 1.675 4.197 -0.928  0.2048
82 H 4.014 4.467 -1.701  0.1874
83 H 5.357 2.458 -2.240  0.1839
84 H 5.562 0.051 -2.482  0.1785
85 H 4.510 -2.198 -2.308  0.1813
86 H 2.267 -2.458 -1.461  0.1819
87 N 2.520 1.614 4.326  -0.5429
88 C 3.648 1.466 3.545  -0.1372
89 C 3.199 0.971 2.354  -0.0857
90 N 1.838 0.818 2.389  -0.4307
91 C 1.461 1.210 3.572  0.1767
92 H 2.474 1.978 5.256  0.4013
93 H 4.633 1.710 3.905  0.1976
94 H 3.758 0.708 1.470  0.2259
95 H 0.440 1.229 3.924  0.2083

---

No. 5
Here is a molecular structure, C4H8O3Ru from the Open Molecules 2025 dataset. Energies are from the ωB97M-V functional and the def2-TZVPD basis.

⟨S²⟩ = 12.0331
highest occupied orbital energy (alpha / beta) = -27.9 / -27.9 eV
total charge = +4
multiplicity = 7

Each line ends with the Löwdin spin population.
Geometry (Å):
1 H 0.341 -0.712 -0.614  0.0001
2 C 0.551 0.579 1.083  0.0017
3 H 0.451 -0.223 1.822  0.0002
4 H 0.601 1.610 1.450  0.0001
5 C 0.391 0.321 -0.261  0.0007
6 H 0.460 1.136 -0.985  0.0000
7 H -0.651 0.551 0.484  0.0003
8 O 3.726 0.539 2.607  0.8331
9 C 4.425 0.120 1.595  0.0614
10 O 5.373 -0.635 1.842  0.4024
11 Ru 6.552 -1.415 3.024  4.0810
12 O 3.898 0.314 0.452  0.3704
13 C 4.213 -0.598 -0.636  0.1364
14 H 5.286 -0.542 -0.840  0.0598
15 H 3.915 -1.613 -0.357  0.0502
16 H 3.609 -0.244 -1.472  0.0023

---

No. 6
Here is a single C9H14O3 molecule from the Open Molecules 2025 dataset. Energies are from the ωB97M-V functional and the def2-TZVPD basis.

highest occupied orbital energy = -8.9 eV
multiplicity = 1
SMILES = C[C@@]12C[C@@H]1[C@@]1(O)[C@@H](CO)[C@@]1(C)O2

Each line ends with the natural charge from an NBO analysis.
Geometry (Å):
1 C -1.658 1.843 1.158  -0.6287
2 C -0.309 1.084 0.915  0.2788
3 C 0.640 0.816 2.023  -0.4456
4 C -0.037 -0.377 1.408  -0.2872
5 C 0.666 -1.022 0.219  0.2239
6 O 1.405 -2.182 0.381  -0.6859
7 C 0.030 -1.088 -1.163  -0.3232
8 C -1.380 -0.785 -1.481  -0.0737
9 O -2.338 -1.471 -0.766  -0.7032
10 C 0.907 0.099 -0.800  0.2639
11 C 2.195 0.182 -1.652  -0.6252
12 O 0.255 1.239 -0.356  -0.4997
13 H -1.697 2.539 1.982  0.2196
14 H -2.421 1.095 1.393  0.2077
15 H -1.990 2.386 0.301  0.2351
16 H 0.472 1.139 3.023  0.2269
17 H 1.639 0.767 1.756  0.2135
18 H -0.782 -0.914 1.992  0.2219
19 H 2.158 -2.030 0.931  0.4702
20 H 0.306 -1.974 -1.632  0.2454
21 H -1.630 -1.217 -2.509  0.1797
22 H -1.489 0.318 -1.612  0.1719
23 H -2.434 -1.067 0.065  0.4575
24 H 1.963 0.657 -2.584  0.2180
25 H 2.517 -0.876 -1.694  0.2297
26 H 3.011 0.839 -1.298  0.2088

---

No. 7
Here is a molecular structure, C3H2INS from the Open Molecules 2025 dataset. Energies are from the ωB97M-V functional and the def2-TZVPD basis.

highest occupied orbital energy = -8.8 eV
multiplicity = 1

Each line ends with the natural charge from an NBO analysis.
Geometry (Å):
1 C -0.960 1.111 -0.078  0.2583
2 C -1.010 -0.320 -0.085  -0.6306
3 C 1.590 -0.312 0.392  -0.5098
4 N -0.948 2.251 0.096  -0.2835
5 S 0.569 -1.107 -0.692  0.3956
6 I 3.655 -0.543 0.275  0.2272
7 H -1.221 -0.408 0.950  0.2818
8 H -1.675 -0.671 -0.858  0.2609